{
  "formula": "C49H43BiI2N5O8P2",
  "method": "ωB97M-V with the def2-TZVPD basis set",
  "homo_ev": -5.31,
  "charge": -1,
  "relative_energy_kcal_mol": 14.3,
  "fmax_ev_per_a": 1.44,
  "gap_ev": 7.43,
  "total_energy_ha": -4261.583698,
  "lumo_energy_ev": 2.12,
  "species": ["Bi", "I", "C", "C", "C", "I", "C", "O", "C", "C", "N", "C", "C", "C", "C", "C", "C", "N", "C", "H", "H", "H", "H", "H", "H", "H", "H", "H", "H", "H", "C", "C", "C", "O", "C", "O", "O", "H", "H", "H", "H", "H", "H", "H", "N", "P", "C", "C", "C", "C", "C", "C", "C", "C", "C", "C", "C", "C", "P", "C", "C", "C", "C", "C", "C", "C", "C", "C", "C", "C", "C", "H", "H", "H", "H", "H", "H", "H", "H", "H", "H", "H", "H", "H", "H", "H", "H", "H", "H", "H", "H", "H", "O", "C", "N", "C", "O", "C", "C", "C", "C", "C", "C", "H", "H", "H", "H", "O", "N", "O"],
  "positions_angstrom": [[1.098, 0.369, 0.375], [5.784, 6.694, 0.678], [4.613, 5.015, 0.151], [4.737, 4.461, -1.108], [3.963, 3.356, -1.397], [4.071, 2.524, -3.327], [3.044, 2.766, -0.501], [2.383, 1.706, -0.894], [2.912, 3.406, 0.757], [1.813, 3.065, 1.744], [1.564, 1.668, 2.072], [2.528, 1.047, 2.958], [3.650, 0.285, 2.287], [4.801, -0.085, 2.981], [5.694, -0.952, 2.383], [5.450, -1.396, 1.089], [4.327, -0.924, 0.438], [3.450, -0.125, 1.038], [3.704, 4.505, 1.059], [5.401, 4.882, -1.849], [0.878, 3.452, 1.328], [2.017, 3.610, 2.675], [0.190, 1.797, 3.048], [1.986, 0.299, 3.557], [2.954, 1.786, 3.646], [4.970, 0.288, 3.981], [6.567, -1.294, 2.923], [6.120, -2.090, 0.602], [4.093, -1.210, -0.577], [3.572, 4.993, 2.016], [2.273, -3.425, 2.172], [1.237, -3.328, 1.060], [0.881, -4.699, 0.502], [1.829, -2.559, 0.006], [-0.025, -2.585, 1.629], [-1.064, -3.250, 1.732], [0.128, -1.367, 1.958], [3.228, -3.752, 1.756], [1.945, -4.132, 2.932], [2.401, -2.444, 2.629], [1.792, -5.264, 0.294], [0.322, -4.579, -0.430], [0.259, -5.250, 1.204], [1.243, -2.624, -0.763], [-1.422, -0.363, -2.326], [0.176, 0.248, -2.515], [-0.097, 1.148, -4.079], [0.658, 0.946, -5.230], [0.481, 1.771, -6.331], [-0.437, 2.809, -6.289], [-1.181, 3.025, -5.137], [-1.007, 2.205, -4.034], [1.129, -1.229, -3.099], [0.571, -2.445, -3.485], [1.387, -3.518, -3.820], [2.768, -3.389, -3.765], [3.334, -2.195, -3.340], [2.518, -1.128, -3.000], [-1.698, -1.381, -0.946], [-2.988, -2.479, -1.693], [-2.942, -3.850, -1.468], [-3.956, -4.674, -1.938], [-5.026, -4.135, -2.635], [-5.075, -2.766, -2.868], [-4.064, -1.944, -2.401], [-2.947, -0.389, -0.017], [-3.527, -0.973, 1.109], [-4.557, -0.325, 1.772], [-4.990, 0.925, 1.349], [-4.374, 1.530, 0.266], [-3.370, 0.870, -0.427], [-1.849, -0.679, -3.189], [1.390, 0.149, -5.267], [1.072, 1.607, -7.224], [-0.564, 3.456, -7.148], [-1.885, 3.846, -5.090], [-1.546, 2.404, -3.116], [-0.506, -2.565, -3.523], [0.946, -4.457, -4.131], [3.400, -4.222, -4.046], [4.411, -2.097, -3.279], [2.941, -0.194, -2.647], [-2.132, -4.260, -0.881], [-3.921, -5.739, -1.744], [-5.826, -4.773, -2.987], [-5.918, -2.338, -3.395], [-4.122, -0.874, -2.560], [-3.168, -1.937, 1.447], [-5.028, -0.791, 2.628], [-5.804, 1.424, 1.860], [-4.682, 2.517, -0.057], [-2.909, 1.336, -1.286], [-1.522, 3.881, 2.898], [-1.634, 2.857, 3.523], [-0.684, 1.860, 3.646], [-1.053, 0.859, 4.525], [-0.348, -0.043, 4.908], [-2.445, 1.199, 4.956], [-3.333, 0.512, 5.756], [-4.596, 1.067, 5.941], [-4.930, 2.289, 5.372], [-4.021, 2.987, 4.581], [-2.787, 2.413, 4.370], [-3.058, -0.432, 6.207], [-5.331, 0.535, 6.533], [-5.917, 2.703, 5.535], [-4.270, 3.936, 4.125], [-1.372, 3.676, -1.006], [-0.640, 3.115, -0.231], [-0.504, 1.842, -0.470]]
}